Here is 10 unconnected molecules or ions with the total composition C48H78N10O6 from the OMol25 dataset. Energies are from wB97M-V/def2-TZVPD.

The geometry in XYZ format:
```
142
Properties=species:S:1:pos:R:3:forces:R:3:mulliken_charge:R:1
C 7.4113 -3.7275 1.1699 -0.028 0.147 -0.026 -1.303
C 7.1334 -2.3613 0.5408 -0.145 -0.252 0.461 -0.588
N 5.7063 -2.1969 0.1975 0.295 0.378 -0.100 0.473
C 4.9971 -1.3386 1.1697 -0.294 -0.128 -0.048 -1.600
C 3.4766 -1.4069 1.0229 0.283 -0.004 0.139 0.943
C 2.7871 -2.6064 1.5919 -0.583 -0.385 -0.053 0.772
C 1.5127 -3.0013 1.4001 0.177 0.521 -0.055 0.171
C 0.3990 -2.4112 0.5840 0.461 0.117 -0.432 -0.362
C -0.0273 -1.0359 1.0700 -0.577 -0.135 0.294 0.058
O -1.0518 -0.8654 1.6704 0.372 0.032 0.101 -0.630
O 0.8296 -0.0082 0.8230 -0.383 -0.117 -0.185 -0.095
C 1.2923 -4.2535 2.1553 0.187 0.263 0.321 -0.195
O 0.4108 -5.0440 2.0779 -0.266 -0.087 0.205 -0.522
O 2.3743 -4.4240 3.0154 0.054 -0.561 -0.492 -0.288
C 3.3952 -3.6536 2.4900 0.244 0.365 -0.337 -0.071
O 4.5413 -3.9032 2.6887 -0.126 0.157 0.410 -0.482
C 5.5043 -1.6253 -1.1021 -0.380 -0.196 -0.404 0.544
C 6.3522 -0.4520 -1.5656 0.255 -0.343 -0.058 -1.108
O 4.6074 -2.0211 -1.8091 0.202 0.130 0.313 -0.583
H 7.1230 -3.7463 2.2190 -0.126 -0.065 -0.023 0.210
H 8.4790 -3.9540 1.1134 -0.058 -0.017 -0.019 0.455
H 6.8423 -4.4923 0.6411 0.100 -0.032 0.032 0.290
H 7.4276 -1.5835 1.2571 0.188 0.118 -0.231 0.350
H 7.7520 -2.2644 -0.3510 -0.103 0.056 -0.060 0.547
H 5.2863 -1.6352 2.1763 0.105 -0.119 -0.061 0.704
H 5.2929 -0.2876 1.0425 -0.003 -0.021 0.032 0.587
H 3.0621 -0.5185 1.5040 -0.017 -0.076 0.014 -0.394
H 3.2082 -1.3102 -0.0326 -0.060 -0.044 0.068 0.087
H -0.4709 -3.0614 0.6095 0.082 -0.054 -0.005 0.424
H 0.7520 -2.3426 -0.4530 -0.147 -0.003 0.050 0.452
H 0.9347 0.0603 -0.1443 0.305 0.192 0.064 0.006
H 6.5910 -0.6255 -2.6154 -0.036 0.161 0.032 0.347
H 7.2771 -0.3316 -1.0060 -0.079 0.122 0.046 0.404
H 5.7583 0.4601 -1.4892 -0.032 -0.050 0.014 0.154
C 3.4330 3.6865 -1.6608 0.030 0.013 -0.011 -1.091
C 2.1556 4.4851 -1.4268 0.216 -0.017 -0.021 -0.317
C 1.1192 3.7150 -0.6002 0.102 0.130 -0.132 0.025
C 0.7233 2.4625 -1.2412 -0.200 -0.288 0.059 0.453
N 0.4075 1.4573 -1.7043 0.248 0.176 0.056 -0.709
H 3.2410 2.7762 -2.2333 -0.017 -0.018 0.029 0.364
H 4.1544 4.2821 -2.2213 -0.007 0.020 0.003 0.452
H 3.8937 3.3997 -0.7139 -0.028 -0.009 -0.057 0.103
H 1.7174 4.7644 -2.3882 -0.066 0.029 0.044 0.341
H 2.4093 5.4095 -0.9023 -0.205 -0.226 -0.058 0.159
H 0.2233 4.3168 -0.4437 -0.041 -0.045 0.012 0.463
H 1.5305 3.4587 0.3788 0.001 -0.030 0.004 -0.144
C -2.4868 0.0114 -2.3733 -0.068 -0.071 0.070 -0.889
C -3.6277 -0.9087 -1.9586 0.090 0.156 0.004 -0.459
C -3.9588 -1.9760 -3.0067 -0.014 0.066 0.102 -0.456
C -4.3756 -1.3901 -4.2810 -0.098 0.017 -0.409 0.310
N -4.7026 -0.9418 -5.2900 0.083 -0.050 0.366 -0.474
H -2.7353 0.5888 -3.2655 0.008 -0.036 -0.023 0.155
H -2.2638 0.7193 -1.5775 0.040 0.020 -0.019 0.271
H -1.5768 -0.5536 -2.5801 0.017 0.018 -0.009 0.338
H -4.5202 -0.3139 -1.7508 -0.038 -0.055 0.004 0.304
H -3.3632 -1.4181 -1.0304 -0.045 -0.041 -0.005 0.310
H -4.7663 -2.6194 -2.6549 0.011 -0.049 -0.034 0.325
H -3.0882 -2.6065 -3.1966 0.007 -0.014 -0.004 0.262
C -1.7844 -7.7973 -1.8220 -0.052 -0.021 -0.019 -0.996
C -0.3150 -8.1908 -1.7584 -0.142 0.022 -0.085 -0.588
C 0.4649 -7.3408 -0.7487 0.004 -0.091 -0.072 0.253
C 0.4364 -5.9217 -1.1017 0.027 0.436 0.003 0.223
N 0.4075 -4.8050 -1.3805 0.008 -0.413 0.021 -0.481
H -1.9059 -6.7679 -2.1637 0.039 0.012 0.012 0.306
H -2.3290 -8.4395 -2.5148 0.009 -0.011 0.007 0.348
H -2.2407 -7.8895 -0.8369 -0.050 0.013 -0.020 0.235
H 0.1416 -8.0998 -2.7462 0.060 0.008 0.028 0.338
H -0.2300 -9.2381 -1.4633 0.059 0.018 0.053 0.312
H 1.5087 -7.6545 -0.6998 0.014 0.023 0.032 0.383
H 0.0327 -7.4477 0.2485 -0.012 0.039 0.014 -0.274
C 0.5151 -7.9576 3.9829 -0.044 -0.022 -0.006 -1.030
C -0.5649 -8.8450 4.5906 0.239 0.136 0.029 0.064
C -1.1477 -9.8460 3.5874 -0.045 0.113 0.096 -0.596
C -1.7780 -9.1585 2.4584 -0.154 0.140 -0.316 0.295
N -2.2719 -8.5904 1.5874 0.190 -0.205 0.308 -0.471
H 0.1237 -7.3406 3.1744 -0.007 0.008 -0.017 0.119
H 0.9252 -7.2830 4.7341 0.025 -0.005 -0.007 0.387
H 1.3382 -8.5563 3.5868 0.013 -0.003 0.010 0.378
H -1.3648 -8.2189 4.9879 -0.064 -0.077 0.008 -0.206
H -0.1475 -9.3995 5.4325 -0.092 -0.073 -0.002 0.363
H -1.9017 -10.4766 4.0597 0.008 -0.037 -0.013 0.344
H -0.3617 -10.4973 3.2019 -0.010 -0.012 -0.034 0.316
C -6.7382 3.5722 -4.8410 0.007 0.023 -0.026 -1.168
C -5.5312 3.1899 -5.6892 -0.159 0.051 -0.006 -0.676
C -4.4583 2.4390 -4.8944 -0.061 0.235 -0.058 0.055
C -3.9387 3.2629 -3.7994 0.184 0.060 0.326 0.298
N -3.5387 3.9106 -2.9357 -0.136 -0.134 -0.286 -0.530
H -6.4585 4.2523 -4.0348 0.021 -0.031 0.018 0.346
H -7.4921 4.0728 -5.4489 -0.009 -0.016 0.002 0.357
H -7.1987 2.6885 -4.3955 0.000 -0.003 0.007 0.291
H -5.0936 4.0879 -6.1290 0.042 -0.007 -0.025 0.327
H -5.8519 2.5528 -6.5145 0.069 -0.045 0.006 0.348
H -3.6247 2.1641 -5.5408 0.017 -0.073 0.033 0.415
H -4.8706 1.5191 -4.4810 0.045 -0.032 0.017 -0.067
C 0.5942 9.6787 -2.1008 -0.005 -0.045 0.041 -1.094
C 1.9870 10.2596 -2.3003 -0.145 0.070 0.032 -0.480
C 3.0402 9.2090 -2.6715 -0.111 0.078 0.082 -0.396
C 3.1707 8.2013 -1.6182 0.171 -0.223 0.245 0.254
N 3.2758 7.4352 -0.7661 0.010 0.393 -0.225 -0.516
H 0.5734 8.9640 -1.2757 0.046 -0.020 -0.019 0.403
H -0.1141 10.4731 -1.8688 -0.023 -0.002 -0.043 0.300
H 0.2440 9.1736 -3.0022 -0.012 0.018 -0.011 0.279
H 2.3023 10.7687 -1.3874 0.053 0.014 -0.022 0.304
H 1.9560 11.0106 -3.0909 0.064 -0.020 -0.025 0.313
H 4.0133 9.6806 -2.8113 0.033 -0.052 -0.027 0.303
H 2.7762 8.7037 -3.6019 -0.012 -0.004 -0.006 0.270
C -5.0081 -5.6497 7.2304 0.015 0.026 0.012 -1.155
C -3.7094 -4.9718 6.8104 -0.170 0.012 0.017 -0.600
C -2.5838 -5.9707 6.5177 -0.083 0.105 0.118 -0.211
C -2.2678 -6.7705 7.7043 0.135 -0.192 0.237 0.390
N -2.0391 -7.3756 8.6560 -0.065 0.158 -0.312 -0.484
H -4.8814 -6.2106 8.1572 0.023 -0.026 -0.015 0.362
H -5.7895 -4.9089 7.3977 -0.009 -0.004 -0.017 0.336
H -5.3581 -6.3394 6.4600 -0.004 -0.005 0.001 0.297
H -3.3858 -4.2840 7.5935 0.051 0.005 -0.019 0.328
H -3.8814 -4.3765 5.9124 0.076 -0.007 -0.022 0.331
H -1.6795 -5.4491 6.2024 0.028 -0.045 -0.028 0.281
H -2.8779 -6.6463 5.7129 -0.001 -0.004 -0.017 0.163
C 1.1842 2.6038 3.8464 0.027 -0.001 -0.004 -0.890
C 2.4047 1.9576 4.4912 -0.168 0.033 -0.009 -0.377
C 3.7287 2.4525 3.8937 -0.196 -0.097 0.058 -0.545
C 3.7974 2.1544 2.4640 0.201 -0.025 -0.352 0.233
N 3.8532 1.8996 1.3430 -0.059 0.080 0.334 -0.256
H 1.1196 2.3583 2.7849 0.007 -0.021 0.000 0.065
H 0.2690 2.2481 4.3178 -0.008 0.005 -0.007 0.357
H 1.2159 3.6907 3.9472 0.001 0.006 0.000 0.339
H 2.3419 0.8731 4.3799 0.056 -0.008 0.013 0.222
H 2.4124 2.1680 5.5618 0.069 -0.005 0.003 0.344
H 4.5769 1.9739 4.3844 0.039 0.024 -0.031 0.306
H 3.8321 3.5311 4.0229 0.005 0.014 -0.007 0.344
C -5.5413 11.3016 -4.3976 -0.001 -0.027 -0.018 -1.135
C -5.1095 9.8506 -4.2210 -0.116 0.109 -0.046 -0.407
C -3.8248 9.7071 -3.3971 -0.078 -0.028 -0.149 -0.379
C -2.7034 10.3950 -4.0394 0.373 0.212 -0.045 0.252
N -1.8299 10.9521 -4.5413 -0.284 -0.208 0.137 -0.455
H -4.7914 11.8753 -4.9436 0.026 0.000 0.029 0.356
H -6.4730 11.3579 -4.9601 -0.009 0.004 0.015 0.324
H -5.7019 11.7840 -3.4316 0.002 0.010 -0.001 0.299
H -4.9631 9.3915 -5.2001 0.026 -0.049 0.021 0.293
H -5.9016 9.2918 -3.7208 0.046 -0.057 0.027 0.300
H -3.5568 8.6569 -3.2746 0.012 0.002 0.024 0.287
H -3.9623 10.1335 -2.4020 0.029 0.008 0.016 0.277
```
Positions in Å, forces in eV/Å.

Summary:
LUMO ... -0.37 eV
Orbital gap ... 8.69 eV
Net charge ... 0
HOMO ... -9.06 eV